(1)
Density functional theory data (the ωB97M-V functional and the def2-TZVPD basis) for a cluster of 6 separate species, C33H26O21 in total at a distorted geometry.

Last column: Löwdin charge in e.
Atoms and positions in Å:
C (32.965000, -1.460000, 24.802000)  0.090
C (32.920000, -2.994000, 24.678000)  -0.113
C (31.688000, -3.614000, 24.396000)  -0.401
O (31.678000, -4.813000, 24.125000)  0.091
C (30.400000, -2.863000, 24.429000)  0.137
C (30.580000, -1.301000, 24.710000)  -0.031
C (31.889000, -0.596000, 24.818000)  -0.401
O (31.942000, 0.659000, 24.863000)  0.090
O (29.351000, -0.563000, 24.587000)  0.032
O (34.055000, -3.838000, 24.644000)  0.034
H (33.948000, -0.996000, 25.068000)  0.137
H (29.552000, -3.342000, 24.274000)  0.046
H (28.803000, -1.370000, 24.416000)  0.107
H (33.646000, -4.807000, 24.871000)  0.192
C (34.488000, 1.717000, 34.037000)  0.119
C (33.075000, 1.322000, 33.664000)  -0.093
C (32.271000, 2.114000, 32.747000)  -0.383
O (31.115000, 1.773000, 32.472000)  0.093
C (32.855000, 3.289000, 32.203000)  0.138
C (34.294000, 3.700000, 32.599000)  -0.089
C (35.120000, 2.850000, 33.395000)  -0.394
O (36.301000, 3.136000, 33.650000)  0.118
O (34.742000, 5.016000, 32.366000)  0.050
O (32.379000, 0.239000, 34.228000)  0.093
H (35.172000, 1.138000, 34.607000)  0.107
H (32.392000, 3.935000, 31.688000)  0.027
H (34.486000, 5.218000, 31.406000)  0.145
H (31.638000, 0.056000, 33.713000)  0.061
C (34.250000, 6.789000, 27.409000)  0.142
C (33.027000, 6.890000, 28.365000)  -0.070
C (32.208000, 5.762000, 28.762000)  -0.395
O (31.277000, 5.808000, 29.556000)  0.101
C (32.696000, 4.435000, 28.213000)  0.099
C (33.830000, 4.357000, 27.279000)  -0.133
C (34.652000, 5.515000, 26.924000)  -0.395
O (35.497000, 5.528000, 26.046000)  0.125
O (34.241000, 3.235000, 26.531000)  0.045
O (32.733000, 8.161000, 28.992000)  0.025
H (34.663000, 7.632000, 27.104000)  0.067
H (32.032000, 3.514000, 28.499000)  0.127
H (35.023000, 3.312000, 25.927000)  0.134
H (32.514000, 7.909000, 29.925000)  0.120
C (25.035000, -1.538000, 27.480000)  0.134
C (23.793000, -2.474000, 27.283000)  -0.104
C (22.617000, -2.145000, 28.001000)  -0.383
O (21.558000, -2.863000, 27.880000)  0.049
C (22.505000, -0.988000, 28.807000)  0.074
C (23.706000, -0.066000, 28.992000)  -0.069
C (25.025000, -0.358000, 28.291000)  -0.375
O (25.908000, 0.458000, 28.423000)  0.126
O (23.659000, 1.050000, 29.832000)  0.085
O (23.906000, -3.434000, 26.290000)  0.070
H (25.836000, -1.789000, 26.947000)  0.056
H (21.607000, -0.719000, 29.286000)  0.097
H (22.768000, 1.166000, 30.158000)  0.107
H (23.068000, -3.913000, 26.033000)  0.152
C (29.278000, 5.778000, 26.707000)  0.122
C (29.526000, 4.585000, 25.852000)  -0.115
C (29.207000, 4.677000, 24.409000)  -0.347
O (29.579000, 3.629000, 23.706000)  0.028
C (28.728000, 5.878000, 23.938000)  0.064
C (28.468000, 7.131000, 24.797000)  -0.108
C (28.783000, 7.093000, 26.227000)  -0.333
O (28.521000, 8.020000, 26.992000)  0.131
O (27.778000, 8.199000, 24.349000)  0.132
O (29.952000, 3.461000, 26.544000)  0.066
H (29.361000, 5.837000, 27.619000)  0.006
H (28.307000, 5.846000, 22.892000)  0.136
H (27.585000, 8.147000, 23.425000)  0.113
H (30.197000, 2.945000, 25.772000)  0.086
C (29.094000, 0.014000, 28.065000)  -0.049
C (30.371000, -0.320000, 28.656000)  -0.486
O (30.729000, -1.517000, 28.602000)  0.020
C (31.291000, 0.782000, 29.247000)  -0.015
H (28.416000, 0.224000, 28.925000)  0.093
H (28.584000, -0.625000, 27.419000)  0.034
H (29.152000, 1.045000, 27.350000)  0.155
H (31.851000, 1.169000, 28.360000)  0.080
H (31.957000, 0.383000, 29.946000)  0.044
H (30.630000, 1.700000, 29.652000)  0.130

Forces on the atoms, in the same order (eV/Å):
4.5094 -6.5900 0.5079
4.4434 5.8626 0.4517
-4.4868 -1.5804 -0.4779
0.2641 0.0441 0.2060
7.5236 8.5695 2.1819
-4.9929 -5.2966 -2.2426
-2.2338 2.9287 -0.1922
-0.1258 -2.8366 0.1416
2.8200 -2.7925 0.4302
-3.7970 -0.3318 1.4529
-0.8756 -0.6317 -0.5578
-3.9480 -1.8480 -0.6591
-0.2795 1.5262 0.1204
1.1150 3.0499 -1.2084
-5.7894 -1.9161 -2.1517
4.3258 -1.3183 3.4857
-1.3890 0.1228 -1.2459
0.9310 -0.0043 0.4536
10.2195 -1.7738 4.9856
-6.7334 1.8673 -2.8197
2.2102 -0.2301 2.1523
-1.5740 -0.3683 -0.7152
-0.8527 -2.3806 -2.0979
4.5734 2.3288 0.7710
-0.0666 -0.6757 0.6414
-3.8547 4.5717 -3.8659
0.3667 -0.1269 2.0106
-2.4137 -0.1002 -1.6788
-8.1376 -2.0497 6.6104
5.2379 3.8788 -2.4962
0.4987 -2.9676 0.2820
0.7902 0.4616 -0.6882
1.8682 -1.6971 -2.4084
-1.9545 -2.6687 0.8028
-0.6439 2.0129 -1.3574
0.5496 -1.3694 0.1298
-1.4712 0.6192 1.8214
0.7292 -3.2349 -0.6642
2.0802 3.6347 -1.1359
1.5386 1.8688 -0.8454
-0.8161 1.0929 1.0328
-0.2878 0.4293 -1.0332
-7.6006 -3.8285 0.5120
7.3016 2.7653 -2.0270
-5.7665 -1.9668 0.2991
3.0320 1.2158 -0.1547
6.3650 4.5825 0.8593
-5.1487 -1.9628 1.0292
-1.3238 0.7004 0.9026
0.5189 -0.2546 -0.3006
0.9795 -2.2383 -2.1796
-0.9355 0.9938 1.5254
3.2527 -0.8411 -2.0750
-0.9857 -0.0752 0.3893
-0.4935 -0.1036 0.1352
0.7615 1.0108 1.0832
-0.3780 -2.9736 -12.0580
-1.1740 4.5881 6.3889
3.6637 -5.6403 -0.9778
-1.9202 3.9324 2.3692
-2.9417 6.2112 0.2884
-0.5337 -3.9461 -4.8751
-0.1241 -0.5998 1.4886
0.4765 -0.9670 -1.1343
1.3727 -0.8528 1.7107
-0.7263 2.0881 -2.5116
1.3661 -0.4175 9.5271
0.7167 0.3511 1.1818
-0.1547 -0.3168 -1.0879
0.4523 -1.5430 -0.3337
-1.2094 5.3602 -0.7269
2.2961 -2.9885 -0.3182
-0.0922 2.4145 0.5734
-3.0910 2.0234 -1.6545
0.2075 0.3023 -0.6973
-0.1816 -1.8219 -0.7157
-0.0647 -2.3908 2.3524
-0.2706 -0.2197 0.6208
0.8844 -0.5064 1.1503
1.5987 -2.1652 -0.6891

## Properties
HOMO ... -0.338 Ha
SMILES ... O=C1C=C(O)C(=O)C=C1O.O=C1C=C(O)C(=O)C=C1O.O=C1C=C(O)C(=O)C=C1O.O=C1C=C(O)C(=O)C=C1O.O=C1C=C(O)C(=O)C=C1O.CC(C)=O
Gap between HOMO and LUMO ... 6.606 eV
Energy above the lowest of the compared OMol25 structures with the same formula, charge and spin ... 2.842 eV

(2)
Density functional theory data (the ωB97M-V functional and the def2-TZVPD basis) for a structure of composition C28H40Cl3N2OPtSbSi3.

Last column: Löwdin charge in e.
Atoms and positions in Å:
Pt (-0.991187, 0.452684, -1.775103)  0.825
C (-1.073645, -0.686573, 3.076423)  -0.321
Sb (-0.599471, -1.028002, 1.008718)  1.457
C (-1.874271, 0.431593, 0.039405)  -0.634
C (-2.013353, 1.802209, 0.644906)  -0.424
C (-1.868156, 2.973675, -0.107386)  -0.075
C (-2.086956, 4.200898, 0.482991)  -0.061
C (-2.476873, 4.245592, 1.815369)  -0.070
C (-2.628223, 3.042997, 2.477845)  -0.146
N (-2.402656, 1.852492, 1.922290)  0.077
Si (-3.646966, -0.262372, -0.223967)  0.408
C (-3.724407, -1.833511, -1.213847)  -0.192
C (-4.581222, 1.075789, -1.138181)  -0.172
C (-4.465895, -0.574068, 1.420518)  -0.178
C (1.449250, -0.112128, 0.832761)  -0.525
C (1.688034, 0.727821, -0.397551)  -0.378
C (2.987189, 0.843845, -0.918201)  -0.063
C (3.296566, 1.745299, -1.909378)  -0.039
C (2.310445, 2.602939, -2.377576)  -0.062
C (1.048971, 2.448916, -1.857249)  -0.181
N (0.720533, 1.507261, -0.941115)  -0.027
Si (2.520920, -1.711734, 0.854030)  0.405
C (4.327380, -1.476914, 1.325838)  -0.174
C (1.876791, -2.938344, 2.113189)  -0.202
C (2.447395, -2.495380, -0.833412)  -0.150
Si (1.904909, 1.076657, 2.264619)  0.452
C (3.538941, 1.949218, 1.949637)  -0.160
C (2.101711, 0.172389, 3.889425)  -0.167
C (0.682523, 2.464404, 2.435513)  -0.154
H (-2.160877, -0.703043, 3.123115)  -0.015
H (-0.736378, 0.254804, 3.496650)  -0.019
H (-0.666982, -1.523382, 3.644763)  -0.002
H (-1.607958, 2.913913, -1.156584)  0.072
H (-1.972493, 5.112522, -0.089742)  0.108
H (-2.671746, 5.180403, 2.322005)  0.100
H (-2.943912, 3.027024, 3.516032)  0.112
H (-3.488805, -1.675819, -2.265478)  0.030
H (-4.748127, -2.214132, -1.147615)  0.041
H (-3.041949, -2.596573, -0.843028)  -0.002
H (-4.035019, 1.396010, -2.029882)  0.025
H (-4.732090, 1.957521, -0.511478)  0.034
H (-5.561605, 0.717872, -1.460420)  0.034
H (-4.077835, -1.479178, 1.894284)  0.030
H (-5.540504, -0.709734, 1.275643)  0.036
H (-4.303364, 0.259165, 2.102808)  0.017
H (3.770195, 0.238048, -0.493661)  0.078
H (4.310471, 1.809622, -2.283503)  0.117
H (2.507399, 3.356885, -3.125395)  0.108
H (0.242593, 3.097851, -2.173585)  0.094
H (4.475475, -0.910660, 2.244262)  0.015
H (4.937868, -1.012962, 0.550990)  0.028
H (4.734641, -2.477305, 1.495016)  0.038
H (1.804941, -2.510642, 3.114341)  0.022
H (2.593408, -3.762287, 2.158642)  0.039
H (0.909180, -3.361818, 1.850514)  0.002
H (2.935173, -1.899150, -1.606290)  0.036
H (1.404363, -2.633266, -1.124000)  0.012
H (2.922309, -3.478680, -0.810188)  0.045
H (4.389329, 1.284946, 1.802846)  0.021
H (3.748615, 2.565961, 2.828060)  0.041
H (3.483958, 2.618426, 1.090460)  0.034
H (3.002955, -0.442037, 3.904353)  0.026
H (1.258381, -0.463270, 4.150701)  0.005
H (2.206664, 0.923918, 4.676050)  0.043
H (0.570479, 3.003265, 1.491934)  0.037
H (1.064753, 3.165849, 3.181797)  0.048
H (-0.307575, 2.142482, 2.746102)  -0.001
Cl (0.553603, -4.233472, -7.054151)  0.654
C (0.101574, -3.434749, -5.575197)  -0.677
C (0.145588, -2.057639, -5.499140)  -0.134
C (-0.217183, -1.471890, -4.301784)  -0.518
Cl (-0.183939, 0.288137, -4.176119)  0.723
C (-0.632135, -2.157909, -3.155299)  -0.492
O (-0.931515, -1.603652, -2.017945)  -0.351
C (-0.659584, -3.562476, -3.308691)  -0.572
Cl (-1.141256, -4.521146, -1.946804)  0.720
C (-0.299486, -4.190272, -4.481282)  -0.130
H (0.450147, -1.456703, -6.343005)  0.108
H (-0.330025, -5.268428, -4.541618)  0.107

Forces on the atoms, in the same order (eV/Å):
0.8792 -0.2228 0.2713
0.0415 0.0357 0.0966
-0.1600 0.0169 -0.0471
-0.0177 -0.0148 0.0735
-0.1219 -0.3647 -0.0962
-0.0333 0.0663 -0.0187
-0.0281 -0.0071 0.0589
0.0010 0.0464 -0.0152
-0.0742 -0.0656 -0.0336
-0.1486 0.1665 0.0219
0.2238 0.2183 -0.0661
-0.0500 -0.1217 -0.0589
-0.0856 0.1372 -0.0417
-0.0514 -0.0469 0.1763
0.0098 0.1642 -0.2630
0.0440 -0.0175 0.2273
-0.0335 -0.0408 0.0407
0.0566 0.0491 -0.0362
0.0032 -0.0183 -0.0037
0.0725 -0.0294 0.1993
-0.1263 0.5914 -0.4061
-0.0328 0.2078 0.0257
0.1035 -0.0109 -0.0010
-0.0184 -0.0145 0.1223
-0.0617 -0.0393 -0.1054
0.0038 -0.1107 -0.0795
0.0673 0.0094 -0.0302
0.0178 -0.0976 0.1007
-0.0400 0.0673 0.0436
-0.0038 -0.0487 0.0228
-0.0196 -0.0072 -0.0185
-0.0313 0.0002 0.0557
-0.0606 -0.0077 -0.0120
-0.0021 0.0096 -0.0124
0.0095 0.0113 -0.0066
-0.0011 -0.0082 0.0174
-0.0041 0.0183 -0.0378
-0.0026 -0.0210 0.0121
-0.0197 -0.0314 0.0305
0.0072 -0.0262 -0.0146
-0.0166 0.0124 0.0027
-0.0202 -0.0098 0.0161
-0.0115 -0.0269 -0.0087
-0.0124 -0.0263 0.0055
-0.0440 0.0049 0.0147
0.0224 -0.0239 -0.0181
-0.0058 -0.0123 -0.0143
0.0039 0.0187 0.0038
0.0019 -0.0124 0.0001
-0.0313 -0.0134 0.0469
0.0395 -0.0050 -0.0157
0.0374 -0.0102 -0.0123
0.0107 -0.0113 0.0216
0.0159 -0.0133 0.0203
-0.0204 -0.0441 -0.0217
0.0117 -0.0047 -0.0005
-0.0787 -0.0362 -0.0512
0.0153 -0.0105 -0.0182
0.0265 -0.0298 -0.0080
0.0126 -0.0019 0.0210
-0.0170 0.0450 -0.0086
0.0298 -0.0040 0.0062
0.0199 0.0313 0.0073
0.0133 0.0085 0.0297
-0.0029 0.0254 0.0022
0.0129 0.0388 0.0004
0.1604 0.0061 0.0290
-0.0165 0.0300 0.0521
0.0206 -0.0408 -0.0497
-0.0405 -0.0649 0.0593
-0.0611 0.3714 0.0431
0.1305 -0.0791 -0.0650
0.0379 -0.1306 -0.0138
-0.6370 -0.3941 -0.2328
0.0047 -0.0675 0.0777
0.0527 0.0432 -0.0379
0.0147 -0.0020 -0.0492
0.0107 0.0072 -0.0146
-0.0020 -0.0105 -0.0114

## Properties
HOMO ... -0.284 Ha
Gap between HOMO and LUMO ... 7.258 eV
Energy above the lowest of the compared OMol25 structures with the same formula, charge and spin ... 1.839 eV

Question: The highest gap between HOMO and LUMO belongs to which entry?
Answer: C28H40Cl3N2OPtSbSi3